Entry 1:
The following is a DFT calculation (the ωB97M-V functional and the def2-TZVPD basis) of a 6-piece molecular cluster, C33H83N5O11 overall at a distorted geometry.

Summary:
- relative energy (zero: lowest compared OMol25 entry of this formula, charge and spin) (eV) = 5.860
- SMILES = COCCNCCOC.COCCNCCOC.COCCNCCOC.COCCNCCOC.COCCNCCOC.CC(C)O
- calculated total energy (Ha) = -2408.07025
- HOMO energy (eV) = -8.52
- frontier orbital gap (eV) = 8.98

Geometry (Å):
C (6.83448, -8.24904, 0.87190)
O (6.60362, -7.15967, 1.79033)
C (5.75791, -7.55072, 2.85308)
C (4.29614, -7.53334, 2.34508)
N (3.78053, -8.87277, 2.05457)
C (2.68066, -8.67000, 1.03822)
C (2.15186, -10.05749, 0.78108)
O (1.39087, -10.77606, 1.85682)
C (0.89911, -12.03885, 1.30855)
H (7.28934, -7.94960, -0.07232)
H (5.94484, -8.82044, 0.60706)
H (7.71192, -8.78001, 1.24104)
H (5.86460, -6.82125, 3.65595)
H (6.06926, -8.47288, 3.34380)
H (4.23430, -6.83244, 1.51261)
H (3.64235, -7.13439, 3.12065)
H (3.26353, -9.25180, 2.83505)
H (3.15256, -8.37067, 0.10236)
H (1.95486, -7.94891, 1.41417)
H (2.91479, -10.74463, 0.41517)
H (1.36855, -9.87355, 0.04577)
H (0.41902, -12.59782, 2.11178)
H (1.61574, -12.83680, 1.11407)
H (-0.03590, -12.07650, 0.74959)
C (-1.30230, -3.95427, -0.16080)
O (-0.21417, -3.68824, -1.18375)
C (-0.38848, -4.59324, -2.25907)
C (0.80406, -4.34723, -3.22879)
N (1.07343, -3.01421, -3.64161)
C (-0.00881, -2.41482, -4.43239)
C (0.36837, -0.96962, -4.88212)
O (-0.03185, 0.03839, -3.92575)
C (0.79887, 0.17974, -2.83789)
H (-1.28565, -3.04936, 0.44661)
H (-1.04874, -4.88565, 0.34552)
H (-2.28807, -4.08373, -0.60755)
H (-1.26970, -4.38315, -2.86522)
H (-0.46207, -5.62964, -1.92958)
H (0.67692, -4.88914, -4.16595)
H (1.77988, -4.70614, -2.90158)
H (1.38781, -2.40407, -2.90067)
H (-0.97147, -2.34529, -3.92586)
H (-0.05963, -2.92190, -5.39591)
H (-0.23367, -0.94362, -5.79040)
H (1.33545, -0.94499, -5.38436)
H (0.64198, -0.71453, -2.23479)
H (0.60978, 1.02481, -2.17591)
H (1.83994, 0.26918, -3.14817)
C (1.28627, 7.91323, -1.76612)
O (0.57803, 7.88252, -0.49139)
C (1.34195, 8.32378, 0.59249)
C (0.38037, 8.83800, 1.68426)
N (1.05901, 9.27484, 2.95696)
C (0.09758, 9.97349, 3.79093)
C (0.70587, 10.53856, 5.07679)
O (1.61311, 11.63938, 4.74448)
C (2.46238, 12.03784, 5.84980)
H (0.59195, 7.61154, -2.55034)
H (2.08770, 7.18778, -1.62636)
H (1.64613, 8.92845, -1.93316)
H (2.03191, 9.11577, 0.30129)
H (2.01912, 7.59530, 1.03844)
H (-0.28731, 7.98533, 1.80772)
H (-0.28455, 9.66090, 1.42190)
H (1.88966, 9.80447, 2.73422)
H (-0.58865, 9.18222, 4.09272)
H (-0.49439, 10.78535, 3.36837)
H (1.30290, 9.81321, 5.62954)
H (-0.02103, 11.09974, 5.66398)
H (3.09044, 11.30249, 6.35269)
H (1.80030, 12.23143, 6.69376)
H (2.89543, 12.97242, 5.49327)
C (4.70191, -1.77161, -0.80975)
O (5.06011, -1.95796, -2.16053)
C (6.53388, -1.82585, -2.43126)
C (6.76495, -2.37928, -3.80589)
N (6.39782, -1.44918, -4.84067)
C (6.43335, -2.03588, -6.13977)
C (5.93236, -1.13796, -7.26161)
O (5.58529, -1.99134, -8.36466)
C (5.49369, -1.25771, -9.65140)
H (4.72007, -0.72686, -0.49948)
H (5.40233, -2.45128, -0.32442)
H (3.66676, -2.10245, -0.72532)
H (7.07738, -2.25547, -1.58976)
H (6.70800, -0.76588, -2.24624)
H (6.29432, -3.35851, -3.89364)
H (7.85435, -2.41433, -3.79689)
H (5.41562, -1.31389, -4.64814)
H (5.73208, -2.87012, -6.12041)
H (7.40168, -2.47543, -6.37896)
H (6.76198, -0.45371, -7.43946)
H (5.14288, -0.49525, -6.87209)
H (5.13667, -2.00563, -10.35939)
H (6.51794, -0.94525, -9.85482)
H (4.76445, -0.45171, -9.73297)
C (-4.00934, 2.30573, 3.46241)
O (-5.34937, 2.65919, 3.24699)
C (-5.42205, 4.07002, 3.33287)
C (-6.80323, 4.55351, 3.70387)
N (-7.37796, 3.87431, 4.80968)
C (-8.87974, 3.84312, 4.70453)
C (-9.62060, 5.27194, 4.60133)
O (-9.68520, 6.12717, 5.79689)
C (-10.33595, 5.71612, 6.96463)
H (-3.82053, 1.24376, 3.30536)
H (-3.96637, 2.37765, 4.54919)
H (-3.35229, 3.06800, 3.04368)
H (-5.03261, 4.59325, 2.45956)
H (-4.80718, 4.52089, 4.11180)
H (-7.47237, 4.41578, 2.85452)
H (-6.57423, 5.58842, 3.95805)
H (-7.09924, 2.92963, 5.03325)
H (-9.24438, 3.12255, 5.43660)
H (-9.21090, 3.33778, 3.79731)
H (-10.65922, 5.09040, 4.32486)
H (-9.19842, 5.84598, 3.77650)
H (-9.72875, 6.09049, 7.78880)
H (-10.39868, 4.62802, 6.97844)
H (-11.30245, 6.20939, 7.06797)
C (-7.71724, -1.75906, -1.57837)
C (-6.33186, -1.08147, -1.49715)
C (-6.34856, 0.37401, -1.88927)
O (-5.93112, -1.27588, -0.16335)
H (-8.52578, -1.08936, -1.28532)
H (-7.75903, -2.77005, -1.17308)
H (-7.86347, -1.96559, -2.63859)
H (-5.59739, -1.64207, -2.07540)
H (-6.98641, 0.45763, -2.76920)
H (-5.30499, 0.63611, -2.06355)
H (-6.72878, 1.03089, -1.10694)
H (-5.81522, -0.41343, 0.24204)

Löwdin population analysis, charges in e, atoms 1 to 6: number 1, C, carries -0.094; number 2, O, carries -0.198; number 3, C, carries -0.223; number 4, C, carries -0.214; number 5, N, carries -0.065; number 6, C, carries -0.198

---

Entry 2:
The following is a DFT calculation (the ωB97M-V functional and the def2-TZVPD basis) of C33H86Cu2N6O11 as an isolated structure at a distorted geometry.

Summary:
- calculated total energy (Ha) = -5745.07440
- HOMO energy (eV) = -11.65
- frontier orbital gap (eV) = 3.80
- charge = +2

Geometry (Å):
N (2.84160, 2.15520, -0.13828)
H (2.28862, 1.95594, 0.72333)
H (3.77842, 1.78348, -0.01056)
H (2.86401, 3.15471, -0.31706)
H (2.44547, 1.56859, -0.88821)
Cu (3.02406, 0.89570, -3.90101)
Cu (2.95104, -1.55410, -2.18590)
C (-0.28440, -0.99983, -2.79335)
C (0.11554, 0.37749, -2.21221)
C (-0.47310, 0.48499, -0.81754)
O (1.51720, 0.45373, -2.21454)
H (0.32430, -1.86245, -2.51275)
H (-0.31653, -1.00235, -3.88534)
H (-1.28180, -1.27042, -2.43828)
H (-0.30480, 1.21528, -2.77663)
H (-1.51097, 0.80278, -0.90507)
H (0.04045, 1.25926, -0.23812)
H (-0.31154, -0.41645, -0.22323)
C (-2.96955, 0.76718, -4.93644)
O (-3.43547, 1.94027, -5.55416)
C (-4.64232, 2.49529, -5.08376)
C (-4.60961, 2.79512, -3.60787)
N (-3.74681, 3.89243, -3.18837)
C (-2.50392, 3.46069, -2.59094)
C (-2.06910, 4.48413, -1.53124)
O (-3.12723, 4.72835, -0.58758)
C (-3.25009, 3.74980, 0.46258)
H (-2.81740, 0.95581, -3.87160)
H (-2.10898, 0.30160, -5.41752)
H (-3.64408, -0.09922, -4.95584)
H (-5.43622, 1.80199, -5.38353)
H (-4.78536, 3.40009, -5.67382)
H (-4.41552, 1.97498, -2.90012)
H (-5.63508, 2.83624, -3.21968)
H (-4.18203, 4.45577, -2.46940)
H (-1.61656, 3.24713, -3.19427)
H (-2.67452, 2.54012, -2.01025)
H (-1.96713, 5.47351, -1.97898)
H (-1.10835, 4.18787, -1.10128)
H (-2.37038, 3.72686, 1.11103)
H (-3.43273, 2.75408, 0.05654)
H (-4.07500, 4.17561, 1.02978)
C (-6.54586, 0.65347, 8.66693)
O (-6.06489, 1.19754, 7.44601)
C (-4.73860, 1.69110, 7.57974)
C (-4.16450, 2.33813, 6.27033)
N (-5.03432, 2.10013, 5.11309)
C (-4.89613, 0.74297, 4.52195)
C (-4.51927, 0.89947, 3.02854)
O (-3.67532, -0.20683, 2.68055)
C (-3.22839, -0.20590, 1.35538)
H (-5.75388, 0.01825, 9.07524)
H (-7.29560, -0.05279, 8.31111)
H (-6.87465, 1.38475, 9.40411)
H (-4.02815, 0.97979, 8.00558)
H (-4.71989, 2.56650, 8.23613)
H (-3.13665, 2.04578, 6.04294)
H (-4.04544, 3.41809, 6.37586)
H (-5.96378, 2.13321, 5.51144)
H (-5.87001, 0.30511, 4.72900)
H (-4.03617, 0.29018, 5.01638)
H (-4.06964, 1.88148, 2.86807)
H (-5.29693, 0.66530, 2.29193)
H (-2.37520, 0.40977, 1.05250)
H (-4.10898, -0.18420, 0.70744)
H (-2.71495, -1.16702, 1.24076)
C (1.17168, -1.63399, 3.56868)
O (0.96506, -1.74190, 2.17847)
C (2.12413, -1.71196, 1.35222)
C (2.33713, -3.01192, 0.64966)
N (1.70193, -3.10874, -0.66357)
C (1.60162, -4.50389, -1.18081)
C (1.04405, -5.52226, -0.24890)
O (-0.15075, -5.02047, 0.37127)
C (-0.59609, -5.67415, 1.52812)
H (1.72352, -2.49526, 3.94420)
H (0.21839, -1.49246, 4.08129)
H (1.60459, -0.67787, 3.88637)
H (3.04896, -1.33084, 1.79407)
H (1.93249, -0.91737, 0.61519)
H (1.89413, -3.72389, 1.35234)
H (3.40241, -3.21158, 0.51836)
H (0.71873, -2.87252, -0.54656)
H (2.54222, -4.90631, -1.56459)
H (0.97303, -4.47985, -2.07345)
H (1.73477, -5.89021, 0.51528)
H (0.78291, -6.42974, -0.80115)
H (0.07992, -5.62763, 2.38695)
H (-0.72468, -6.74508, 1.33649)
H (-1.58009, -5.29566, 1.79590)
C (6.71100, -0.12153, 5.58815)
O (5.92159, -0.07315, 4.40564)
C (6.49096, 0.35195, 3.18642)
C (6.28898, 1.88654, 2.99803)
N (4.91160, 2.31324, 2.61737)
C (3.97639, 1.91410, 3.64727)
C (2.60136, 2.49568, 3.40670)
O (1.87064, 1.77024, 2.40547)
C (0.48208, 1.71827, 2.73703)
H (6.82798, 0.92507, 5.89008)
H (7.69516, -0.50199, 5.30654)
H (6.31785, -0.63683, 6.46035)
H (6.12727, -0.36021, 2.44746)
H (7.58390, 0.41923, 3.24764)
H (6.98203, 2.26721, 2.24296)
H (6.63955, 2.40758, 3.88924)
H (4.74647, 1.84160, 1.74020)
H (4.29299, 1.94655, 4.68563)
H (3.80998, 0.83800, 3.50402)
H (2.59639, 3.54043, 3.09096)
H (2.15617, 2.36222, 4.39612)
H (-0.10315, 1.50394, 1.84542)
H (0.14717, 2.68598, 3.11862)
H (0.30479, 1.00872, 3.54595)
C (3.32736, -5.67028, -4.61077)
O (2.93821, -4.69336, -5.54082)
C (1.91211, -3.87678, -5.04756)
C (1.42656, -3.02308, -6.21989)
N (2.48482, -2.13852, -6.71772)
C (1.99149, -1.06289, -7.60385)
C (0.92849, -0.17963, -6.96448)
O (1.44481, 0.58667, -5.89371)
C (0.79119, 1.85625, -5.69166)
H (4.03181, -5.36071, -3.82573)
H (3.75009, -6.59932, -4.98949)
H (2.53617, -6.01906, -3.93361)
H (2.21100, -3.15482, -4.26767)
H (1.02745, -4.44678, -4.75015)
H (0.61865, -2.53156, -5.66155)
H (1.04680, -3.72769, -6.95741)
H (2.75494, -1.57329, -5.91461)
H (1.48888, -1.38006, -8.52082)
H (2.86819, -0.52388, -7.96640)
H (0.13913, -0.80332, -6.54393)
H (0.58116, 0.43724, -7.79683)
H (-0.26903, 1.76762, -5.93540)
H (1.23070, 2.55488, -6.40430)
H (0.88283, 2.13355, -4.64029)

Löwdin population analysis, charges in e, atoms 1 to 6: number 1, N, carries 0.312; number 2, H, carries 0.092; number 3, H, carries 0.121; number 4, H, carries 0.157; number 5, H, carries 0.073; number 6, Cu, carries 0.637

---

Entry 3:
The following is a DFT calculation (the ωB97M-V functional and the def2-TZVPD basis) of a 11-piece molecular cluster, C33H88O11 overall at a distorted geometry.

Summary:
- relative energy (zero: lowest compared OMol25 entry of this formula, charge and spin) (eV) = 3.127
- SMILES = CC(C)O.CC(C)O.CC(C)O.CC(C)O.CC(C)O.CC(C)O.CC(C)O.CC(C)O.CC(C)O.CC(C)O.CC(C)O
- calculated total energy (Ha) = -2137.66376
- HOMO energy (eV) = -9.42
- frontier orbital gap (eV) = 9.70

Geometry (Å):
C (-0.16780, -0.59841, 4.66224)
C (0.75499, -0.31781, 5.85638)
C (0.70053, -1.48168, 6.81898)
O (2.08073, -0.19594, 5.49856)
H (-1.18409, -0.70935, 5.04033)
H (0.26322, -1.47781, 4.18372)
H (-0.06114, 0.26502, 4.00558)
H (0.42690, 0.62308, 6.29819)
H (1.01988, -2.41247, 6.35023)
H (-0.34877, -1.53856, 7.10853)
H (1.33341, -1.35623, 7.69752)
H (2.37240, -1.08911, 5.30168)
C (2.60921, 2.94164, 1.25348)
C (3.00851, 1.88596, 2.37315)
C (4.33833, 2.36415, 3.09914)
O (2.01271, 1.68894, 3.28358)
H (3.36859, 3.13344, 0.49541)
H (2.29122, 3.86986, 1.72823)
H (1.74294, 2.62042, 0.67512)
H (3.19009, 0.87815, 1.99975)
H (4.49718, 1.65041, 3.90749)
H (4.16387, 3.38310, 3.44469)
H (5.18094, 2.32868, 2.40860)
H (2.19484, 1.02815, 3.95573)
C (2.79762, -2.56098, 2.82718)
C (3.99820, -2.63736, 3.72678)
C (5.18202, -1.72933, 3.26445)
O (3.64328, -2.43043, 5.08872)
H (2.10080, -3.34614, 3.12050)
H (3.06056, -2.65773, 1.77380)
H (2.30567, -1.59458, 2.93752)
H (4.28717, -3.68717, 3.67694)
H (5.50435, -1.98562, 2.25524)
H (5.99074, -1.80099, 3.99173)
H (4.96195, -0.67455, 3.09983)
H (4.21283, -3.05285, 5.54679)
C (-2.24169, 2.24940, 4.01977)
C (-2.56493, 3.29919, 5.10810)
C (-4.02023, 3.13169, 5.63805)
O (-1.70564, 3.09213, 6.17538)
H (-2.51416, 1.22531, 4.27492)
H (-1.17963, 2.28230, 3.77679)
H (-2.83335, 2.48293, 3.13461)
H (-2.50085, 4.31186, 4.70999)
H (-4.72787, 3.01687, 4.81697)
H (-4.37600, 4.02109, 6.15814)
H (-4.07946, 2.28073, 6.31662)
H (-0.80605, 3.13941, 5.84352)
C (0.62784, 6.34734, -2.12270)
C (0.71235, 4.86909, -1.86123)
C (-0.01465, 4.01318, -2.89776)
O (2.04613, 4.45912, -1.94926)
H (1.02209, 6.59954, -3.10712)
H (1.17621, 6.95340, -1.40154)
H (-0.42025, 6.64600, -2.10299)
H (0.33821, 4.64162, -0.86305)
H (0.31291, 4.32408, -3.88980)
H (-1.09693, 4.08162, -2.78782)
H (0.21831, 2.95191, -2.81095)
H (2.56753, 4.93380, -1.29778)
C (0.26950, -1.48159, -5.75317)
C (-0.26854, -0.11895, -6.35236)
C (-0.45382, 0.93941, -5.24901)
O (0.68751, 0.31466, -7.28364)
H (0.13674, -2.33465, -6.41857)
H (-0.18066, -1.73397, -4.79308)
H (1.33161, -1.36300, -5.53876)
H (-1.18189, -0.33072, -6.90828)
H (-1.24041, 0.59208, -4.57912)
H (-0.78705, 1.87407, -5.70007)
H (0.47475, 1.01483, -4.68317)
H (1.14814, -0.45643, -7.62251)
C (-4.83373, -1.94293, -0.66815)
C (-3.58161, -2.69632, -1.11071)
C (-3.04078, -2.35706, -2.50073)
O (-2.46502, -2.52384, -0.23008)
H (-5.64384, -2.12166, -1.37516)
H (-4.62157, -0.87410, -0.69476)
H (-5.15324, -2.20547, 0.34035)
H (-3.86859, -3.74619, -1.16990)
H (-2.74632, -1.31266, -2.60389)
H (-3.69392, -2.54584, -3.35271)
H (-2.15148, -2.96084, -2.68156)
H (-2.76150, -2.75455, 0.65336)
C (-1.92841, 0.83154, -0.94576)
C (-0.56450, 0.23120, -0.56186)
C (-0.34715, 0.17424, 0.91373)
O (-0.46590, -1.02224, -1.16206)
H (-1.95642, 1.00568, -2.02139)
H (-2.06880, 1.81776, -0.50331)
H (-2.73000, 0.17905, -0.59961)
H (0.25859, 0.79331, -1.00306)
H (0.57756, -0.39521, 1.00714)
H (-1.19552, -0.16928, 1.50566)
H (-0.11098, 1.13366, 1.37398)
H (-1.19793, -1.49099, -0.75462)
C (-5.72338, 0.02121, -6.07236)
C (-5.86653, 0.91937, -4.77727)
C (-4.53608, 1.59158, -4.23047)
O (-6.63494, 2.00758, -5.05628)
H (-5.13360, 0.42902, -6.89330)
H (-6.66259, -0.24670, -6.55629)
H (-5.14181, -0.86446, -5.81647)
H (-6.43317, 0.39777, -4.00593)
H (-3.79492, 0.81432, -4.04429)
H (-4.71807, 2.08912, -3.27788)
H (-4.06658, 2.24379, -4.96686)
H (-6.55528, 2.30655, -5.96506)
C (2.31828, -5.67703, 1.19926)
C (1.17913, -5.71037, 0.27537)
C (0.62371, -4.27673, 0.01925)
O (1.74006, -6.31034, -0.88392)
H (2.70771, -6.68552, 1.33849)
H (1.90952, -5.31684, 2.14333)
H (3.08993, -5.00454, 0.82453)
H (0.39215, -6.41554, 0.54277)
H (-0.25506, -4.26605, -0.62553)
H (1.37615, -3.58500, -0.35952)
H (0.26321, -3.79778, 0.92961)
H (1.88264, -5.63021, -1.54626)
C (3.28183, -0.40364, -0.84291)
C (2.60823, -0.41034, -2.20164)
C (3.72730, -0.34666, -3.25280)
O (1.83334, -1.57238, -2.28815)
H (2.51189, -0.45558, -0.07310)
H (3.71487, 0.57454, -0.63377)
H (4.00876, -1.20512, -0.71130)
H (1.96262, 0.45625, -2.34419)
H (4.39620, -1.20709, -3.23414)
H (4.36401, 0.53083, -3.14004)
H (3.20743, -0.31262, -4.21023)
H (1.00445, -1.32395, -1.87243)

Löwdin population analysis, charges in e, atoms 1 to 6: number 1, C, carries -0.042; number 2, C, carries -0.509; number 3, C, carries -0.052; number 4, O, carries -0.054; number 5, H, carries 0.083; number 6, H, carries 0.075